# 1
75
Properties=species:S:1:pos:R:3 method="wB97M-V/def2-TZVPD" orbital_gap_ev="8.4 / 3.5" s2=0.7602 total_charge=+1 energy_ev=-85693.593 spin_multiplicity=2
Rb -1.611 -1.100 -0.593
N -4.686 -1.604 -2.328
H -5.451 -1.108 -1.893
H -4.962 -2.172 -3.116
H -4.265 -2.083 -1.545
H -3.984 -0.950 -2.646
N -3.866 -2.971 -0.185
S -4.543 -3.180 1.168
O -3.711 -3.443 2.328
O -5.887 -3.784 1.154
F -4.908 -1.562 1.412
S -3.137 -4.523 -0.250
O -3.884 -5.740 0.075
O -1.706 -4.545 0.014
F -3.098 -4.625 -1.900
O -2.755 0.037 -2.805
H -2.493 0.528 -3.608
O -2.160 0.973 1.634
P -1.151 1.994 2.058
N -1.771 3.096 3.169
C -2.061 2.697 4.480
C -2.596 4.233 2.782
N -0.595 2.937 0.782
C -1.098 2.617 -0.564
C 0.100 4.219 0.920
N 0.251 1.378 2.696
C 1.060 2.167 3.685
C 0.752 0.051 2.439
H -1.774 3.552 5.091
H -1.436 1.894 4.869
H -3.075 2.310 4.580
H -2.452 4.992 3.550
H -3.658 4.061 2.962
H -2.346 4.644 1.804
H -1.900 3.324 -0.777
H -0.313 2.839 -1.287
H -1.440 1.587 -0.661
H 0.394 4.534 1.921
H 0.998 4.171 0.303
H -0.618 4.976 0.603
H 0.616 3.101 4.031
H 1.052 1.596 4.613
H 2.090 2.304 3.356
H 1.764 -0.103 2.814
H 0.754 -0.240 1.389
H 0.067 -0.652 2.913
O 1.134 -1.816 -0.427
P 2.352 -1.426 -1.263
N 2.308 0.174 -1.822
C 1.361 0.588 -2.874
C 2.673 1.266 -0.944
N 2.527 -2.382 -2.740
C 3.359 -2.031 -3.927
C 1.663 -3.511 -3.039
N 3.869 -1.598 -0.455
C 5.165 -1.317 -1.123
C 3.905 -1.471 1.005
H 1.046 -0.273 -3.463
H 2.001 1.136 -3.567
H 0.529 1.179 -2.492
H 3.726 1.160 -0.682
H 1.928 1.263 -0.148
H 2.638 2.192 -1.518
H 3.662 -0.985 -3.865
H 4.234 -2.677 -3.855
H 2.863 -2.360 -4.841
H 0.884 -3.196 -3.733
H 2.255 -4.319 -3.469
H 1.144 -3.935 -2.179
H 6.113 -1.671 -0.719
H 5.085 -1.891 -2.047
H 5.312 -0.259 -1.340
H 2.935 -1.707 1.440
H 4.177 -0.431 1.189
H 4.647 -2.126 1.461

=====

# 2
63
Properties=species:S:1:pos:R:3 method="wB97M-V/def2-TZVPD" orbital_gap_ev="6.2 / 6.2" total_charge=0 energy_ev=-88039.144 de_lowest_kcal_mol=5.76
Pd -0.359 -2.426 -0.208
S 2.330 -2.027 0.561
P 1.480 -0.326 -0.035
C -0.237 -0.385 -0.330
P -1.561 -0.145 0.763
S -2.842 -1.660 0.492
C -1.200 0.152 2.524
C -0.885 1.431 2.967
C -0.689 1.655 4.316
C -0.823 0.615 5.223
C -1.115 -0.663 4.774
C -1.291 -0.902 3.423
C -2.449 1.342 0.214
C -3.622 1.739 0.840
C -4.385 2.745 0.279
C -3.982 3.344 -0.906
C -2.806 2.954 -1.524
C -2.042 1.947 -0.965
C 2.046 0.131 -1.709
C 2.970 1.137 -1.960
C 3.220 1.522 -3.266
C 2.572 0.894 -4.317
C 1.688 -0.147 -4.070
C 1.427 -0.528 -2.768
C 2.002 1.025 1.048
C 1.629 2.330 0.753
C 1.996 3.347 1.611
C 2.711 3.060 2.765
C 3.051 1.753 3.069
C 2.699 0.731 2.210
H -0.801 2.246 2.261
H -0.447 2.650 4.661
H -0.711 0.809 6.281
H -1.222 -1.473 5.480
H -1.516 -1.898 3.055
H -3.934 1.245 1.751
H -5.303 3.054 0.758
H -4.596 4.110 -1.355
H -2.489 3.420 -2.446
H -1.130 1.609 -1.442
H 3.471 1.628 -1.135
H 3.905 2.336 -3.459
H 2.758 1.221 -5.330
H 1.184 -0.636 -4.892
H 0.703 -1.324 -2.548
H 1.058 2.533 -0.146
H 1.716 4.365 1.383
H 3.010 3.862 3.424
H 3.588 1.523 3.977
H 2.963 -0.296 2.423
C -2.145 -4.383 -2.156
N -0.711 -4.256 -2.254
C 0.067 -4.145 -3.380
C 1.364 -4.100 -2.996
N 1.390 -4.217 -1.630
C 0.108 -4.303 -1.154
S -0.385 -4.760 0.405
H -2.589 -4.250 -3.139
H -2.533 -3.624 -1.453
H -2.405 -5.370 -1.764
H -0.363 -4.111 -4.358
H 2.260 -3.979 -3.572
H 2.197 -4.126 -1.026

=====

# 3
54
Properties=species:S:1:pos:R:3 method="wB97M-V/def2-TZVPD" orbital_gap_ev="7.3 / 8.2" s2=0.7657 total_charge=-1 energy_ev=-215024.324 de_lowest_kcal_mol=17.61 spin_multiplicity=2
Ti 0.692 0.050 -0.098
O 0.508 0.641 1.650
C 1.080 0.895 2.832
C 1.624 2.155 3.076
C 2.260 2.422 4.275
C 2.354 1.444 5.260
C 1.773 0.206 5.035
C 1.119 -0.075 3.841
C 0.433 -1.377 3.664
N -0.834 -1.627 3.920
C -1.002 -2.960 3.614
C 0.170 -3.501 3.178
N 1.090 -2.488 3.250
H 1.555 2.900 2.294
H 2.689 3.403 4.440
H 2.861 1.649 6.194
H 1.806 -0.560 5.800
H -1.956 -3.449 3.734
H 0.424 -4.484 2.823
H 1.979 -2.442 2.755
O -4.587 -3.458 0.855
C -3.502 -2.686 0.606
C -3.143 -1.612 1.403
C -2.012 -0.901 1.075
N -1.242 -1.195 0.017
C -1.625 -2.213 -0.745
Br -0.576 -2.540 -2.280
C -2.730 -2.998 -0.506
H -5.039 -3.121 1.636
H -3.715 -1.335 2.279
H -1.697 -0.060 1.674
H -2.993 -3.814 -1.161
O 3.363 -1.339 1.216
N 2.656 -1.047 0.264
O 1.559 -1.721 0.143
F -3.028 1.331 -0.798
B -1.964 2.143 -0.429
F -0.721 1.386 -0.803
F -1.928 2.341 0.938
F -1.915 3.320 -1.145
Br 3.584 -0.193 -4.233
C 3.358 1.664 -3.935
C 3.939 2.519 -4.861
C 3.842 3.892 -4.692
C 3.178 4.411 -3.590
C 2.616 3.549 -2.664
C 2.687 2.167 -2.827
C 1.999 1.338 -1.785
O 1.989 1.743 -0.599
O 1.389 0.277 -2.108
H 4.467 2.104 -5.708
H 4.290 4.552 -5.423
H 3.098 5.481 -3.452
H 2.097 3.924 -1.792